Formula: C24H33N7O
Source: OMol25
Level of theory: wB97M-V/def2-TZVPD

## Properties
Frontier orbital gap   8.33 eV
SMILES   COCCn1nnnc1[C@H](c1ccc(N(C)C)cc1)N1CCN(Cc2ccccc2)CC1
Energy   -37899.9564 eV
Max |F|   1.5 eV/Å

```
! RIJCOSX wB97M-V def2-TZVPD def2/J DEFGRID3
* xyz 0 1
C -2.07 -5.97 0.60
H -2.21 -5.42 1.54
O -1.34 -5.21 -0.33
C -0.05 -4.88 0.13
C 0.64 -4.06 -0.96
N 1.88 -3.53 -0.48
C 2.33 -2.25 -0.40
N 3.52 -2.28 0.15
N 3.78 -3.55 0.41
N 2.83 -4.30 0.05
C 1.60 -1.06 -0.94
N 0.19 -1.14 -0.53
C -0.02 -1.01 0.90
C -1.49 -1.32 1.21
N -2.41 -0.46 0.51
C -2.13 -0.51 -0.91
C -0.66 -0.21 -1.25
H -0.51 -0.35 -2.32
H -0.42 0.84 -1.00
H -2.78 0.20 -1.43
H -2.37 -1.52 -1.25
C -2.51 0.89 1.04
C -3.72 1.59 0.47
C -4.94 0.94 0.43
C -6.05 1.57 -0.09
C -5.96 2.87 -0.56
C -4.74 3.53 -0.52
C -3.63 2.89 -0.01
H -2.68 3.41 0.02
H -4.66 4.54 -0.89
H -6.83 3.37 -0.96
H -7.00 1.05 -0.12
H -5.00 -0.08 0.79
H -1.61 1.50 0.87
H -2.64 0.79 2.13
H -1.66 -1.25 2.29
H -1.70 -2.35 0.89
H 0.63 -1.72 1.42
H 0.23 0.01 1.26
C 2.28 0.25 -0.61
C 2.32 1.26 -1.56
C 2.86 2.49 -1.27
C 3.38 2.78 0.00
C 3.33 1.75 0.95
C 2.79 0.52 0.66
H 2.80 -0.25 1.41
H 3.73 1.90 1.94
N 3.88 4.03 0.31
C 4.13 4.97 -0.75
H 4.83 4.59 -1.50
H 4.54 5.89 -0.33
H 3.19 5.23 -1.25
C 4.61 4.21 1.54
H 3.97 4.01 2.40
H 5.49 3.55 1.61
H 4.96 5.24 1.61
H 2.88 3.24 -2.05
H 1.94 1.08 -2.55
H 1.59 -1.17 -2.04
H 0.00 -3.23 -1.25
H 0.83 -4.70 -1.83
H -0.11 -4.29 1.06
H 0.54 -5.79 0.35
H -1.57 -6.92 0.82
H -3.04 -6.16 0.15
*
```